Density functional theory data (ωB97M-V with the def2-TZVPD basis set) for a structure of composition C53H42ClN5O2PPbS2.

Element x y z (Å)
Pb: -0.1409 0.2580 0.0522
C: 5.0039 2.3447 5.5347
C: 4.6935 3.4298 4.7261
C: 3.7150 3.3213 3.7492
C: 3.0126 2.1275 3.5590
C: 3.3234 1.0496 4.3976
C: 4.3104 1.1535 5.3648
C: 1.9809 1.9688 2.5078
C: 2.3892 2.1567 1.1564
C: 3.6897 2.5774 0.7108
C: 3.6617 2.5805 -0.6593
C: 2.3539 2.1628 -1.0478
N: 1.6147 1.9033 0.0758
C: 1.9137 2.0352 -2.3831
C: 0.6451 1.6698 -2.8338
C: 0.2522 1.5835 -4.2183
C: -1.0631 1.2438 -4.2371
C: -1.4985 1.1406 -2.8570
C: -2.8017 0.8370 -2.4105
C: -3.8410 0.5190 -3.4137
C: -4.5900 -0.6589 -3.2681
C: -5.5615 -1.0081 -4.1897
C: -5.8216 -0.1908 -5.2835
C: -5.0991 0.9838 -5.4355
C: -4.1259 1.3369 -4.5117
C: -3.2165 0.8042 -1.0433
N: -2.4158 0.7871 0.0480
C: -3.2079 0.7917 1.1620
C: -2.7711 0.8358 2.5083
C: -3.8198 0.5567 3.5223
C: -4.5152 -0.6549 3.4525
C: -5.4992 -0.9612 4.3784
C: -5.8083 -0.0680 5.3967
C: -5.1297 1.1396 5.4716
C: -4.1519 1.4526 4.5384
C: -1.4749 1.1159 2.9534
C: -1.0749 1.2987 4.3231
C: 0.2429 1.6343 4.3147
C: 0.6805 1.6159 2.9369
N: -0.3749 1.2894 2.1498
C: -4.5769 0.8292 0.7535
C: -4.5855 0.8457 -0.6120
N: -0.4370 1.3715 -2.0480
C: 2.9268 2.3154 -3.4405
C: 3.2741 3.6146 -3.7990
C: 4.1908 3.8459 -4.8152
C: 4.7921 2.7806 -5.4709
C: 4.4718 1.4809 -5.1043
C: 3.5407 1.2535 -4.1019
H: 5.7868 2.4213 6.2799
H: 5.2199 4.3683 4.8607
H: 3.4789 4.1730 3.1237
H: 2.7872 0.1180 4.2617
H: 4.5519 0.2955 5.9820
H: 4.5314 2.8267 1.3367
H: 4.4664 2.8300 -1.3341
H: 0.8973 1.7565 -5.0658
H: -1.6674 1.0529 -5.1075
H: -4.3815 -1.3020 -2.4211
H: -6.1181 -1.9285 -4.0554
H: -6.5846 -0.4631 -6.0034
H: -5.3029 1.6383 -6.2760
H: -3.5907 2.2707 -4.6263
H: -4.2639 -1.3560 2.6643
H: -6.0314 -1.9019 4.3030
H: -6.5745 -0.3106 6.1240
H: -5.3725 1.8487 6.2552
H: -3.6504 2.4111 4.5811
H: -1.7089 1.1873 5.1864
H: 0.8605 1.8858 5.1617
H: -5.4242 0.8742 1.4183
H: -5.4452 0.8997 -1.2592
H: 2.8147 4.4444 -3.2761
H: 4.4433 4.8619 -5.0959
H: 5.5136 2.9643 -6.2583
H: 4.9545 0.6428 -5.5928
H: 3.2750 0.2451 -3.8132
C: -0.1172 -6.8430 1.6866
C: -0.7305 -5.6784 2.4494
O: -1.7626 -5.0581 1.6948
P: -1.5202 -3.7919 0.6961
S: -3.2831 -3.0007 0.3527
S: 0.0506 -2.7363 1.3154
O: -1.0467 -4.6493 -0.6330
C: -1.0756 -4.0017 -1.8975
C: -1.4104 -5.0201 -2.9722
H: 0.6861 -7.2970 2.2717
H: 0.2853 -6.4779 0.7422
H: -0.8779 -7.5956 1.4705
H: 0.0356 -4.9403 2.6938
H: -1.2038 -6.0221 3.3738
H: -0.1013 -3.5381 -2.0896
H: -1.8344 -3.2143 -1.8936
H: -0.6867 -5.8375 -2.9725
H: -1.4026 -4.5340 -3.9496
H: -2.4032 -5.4338 -2.7901
Cl: 6.7126 -1.2444 -2.4444
C: 5.4663 -1.0453 -1.2463
C: 5.7884 -0.5530 0.0078
C: 4.7646 -0.4387 0.9333
C: 3.4783 -0.8022 0.5589
N: 3.1800 -1.2560 -0.6514
C: 4.1578 -1.3836 -1.5391
H: 6.8065 -0.2741 0.2427
H: 4.9636 -0.0764 1.9332
H: 2.6507 -0.7370 1.2572
H: 3.8881 -1.7743 -2.5142

* net charge: -2
* multiplicity: 2
* Kohn-Sham gap (spin up / spin down): 3.947 / 5.117 eV
* DFT total energy: -115923.4821 eV